1.
Molecular formula: C2H6N2O
Method: DFT, ωB97M-V/def2-TZVPD

Cartesian coordinates (Å):
1 C 1.3862 -1.3748 0.0984
2 N 1.5454 -2.5801 -0.1745
3 H 1.1847 -0.7214 -0.8081
4 H 1.3038 -0.9106 1.1185
5 H 1.6443 -3.2941 0.6132
6 C -0.5838 1.4324 -0.4200
7 N -1.8146 1.3981 0.1555
8 O 0.4851 1.5330 0.1806
9 H -0.6429 1.9372 -1.3922
10 H -1.9252 1.2723 1.1765
11 H -2.5830 1.3080 -0.5479

Values from the calculation:
E_LUMO (eV): 0.771
Structure (SMILES): NC=O.C=N
Relative energy (zero: lowest compared OMol25 entry of this formula, charge and spin) (kcal/mol): 50.23
Highest occupied orbital energy (eV): -9.436
Frontier orbital gap (eV): 10.207


2.
Molecular formula: C4H7ClS
Method: DFT, ωB97M-V/def2-TZVPD

Cartesian coordinates (Å):
1 C 1.3122 0.2142 0.6640
2 C 0.2150 -0.3478 -0.2428
3 C -0.6836 0.8279 -0.5120
4 C -2.0884 0.4359 -0.6041
5 H 1.5731 -1.9581 1.5252
6 H 0.6727 0.3924 1.7077
7 H 1.6840 1.2910 0.3781
8 H -0.3956 -1.2857 0.1328
9 H -0.1115 1.8839 -0.6989
10 H -2.6942 -0.8503 -0.7878
11 H -2.6171 1.4227 -0.7098
12 S 2.5255 -1.0409 1.1183
13 Cl 0.6079 -0.9852 -1.9707

Values from the calculation:
E_LUMO (eV): 0.476
Relative energy (zero: lowest compared OMol25 entry of this formula, charge and spin) (kcal/mol): 87.51
Highest occupied orbital energy (eV): -9.209
Frontier orbital gap (eV): 9.685


3.
Molecular formula: C30H50BeBrN3OP2
Method: DFT, ωB97M-V/def2-TZVPD

Cartesian coordinates (Å):
1 C 2.2605 -5.1114 -0.4414
2 C 3.1971 -4.1058 -0.1376
3 C 4.5635 -4.4113 -0.2892
4 C 4.9130 -5.7341 -0.6021
5 N 4.0075 -6.6748 -0.8520
6 C 2.7109 -6.3963 -0.7635
7 C 2.7370 -2.8673 0.4211
8 C 1.7105 -2.4367 1.0959
9 C 0.3894 -2.2011 1.4577
10 C -0.6613 -2.1485 0.4991
11 C -1.8281 -1.5037 0.7879
12 C -1.9654 -0.6317 1.9726
13 C -1.1075 -1.1554 3.0622
14 C 0.0409 -1.8477 2.7991
15 Be 3.0930 -1.3852 1.1322
16 P 0.1308 0.3622 -2.0041
17 H 5.3391 -3.6646 -0.1224
18 H 1.2005 -4.8919 -0.3615
19 H 5.9634 -6.0252 -0.6459
20 H 1.9832 -7.1901 -0.9312
21 H 0.7475 -2.1289 3.5913
22 H -0.4878 -2.6031 -0.4825
23 H -1.3127 -0.8494 4.0857
24 H -2.6447 -1.5745 0.0760
25 C -0.5971 2.0542 -1.8155
26 C 0.0256 3.2028 -2.5977
27 H -0.5543 2.2501 -0.7316
28 H -1.6695 1.9466 -2.0440
29 H -0.6213 4.0844 -2.4973
30 H 1.0135 3.4775 -2.2074
31 H 0.1155 2.9811 -3.6685
32 C 1.7787 0.6018 -2.7890
33 C 2.5048 -0.7348 -2.9631
34 H 2.3673 1.2718 -2.1466
35 H 1.6505 1.1089 -3.7543
36 H 3.5595 -0.5559 -3.2070
37 H 2.4654 -1.3579 -2.0566
38 H 2.0739 -1.3115 -3.7911
39 C -0.8685 -0.2667 -3.4313
40 C -0.7262 0.4634 -4.7657
41 H -1.9145 -0.2428 -3.0811
42 H -0.5847 -1.3264 -3.5413
43 H -1.2927 -0.0883 -5.5265
44 H -1.1394 1.4795 -4.7303
45 H 0.3128 0.5141 -5.1144
46 Br -1.2776 1.1473 1.6665
47 P 3.3645 1.7029 1.9947
48 C 2.4952 2.3653 0.4973
49 C 2.6998 3.8673 0.3150
50 H 1.4282 2.1117 0.6138
51 H 2.8858 1.8102 -0.3679
52 H 2.2549 4.2032 -0.6320
53 H 2.2327 4.4384 1.1286
54 H 3.7698 4.1177 0.2949
55 C 2.1547 2.3883 3.2528
56 C 2.7971 2.4207 4.6358
57 H 1.2425 1.7690 3.2538
58 H 1.8531 3.3973 2.9334
59 H 2.0440 2.7150 5.3764
60 H 3.2001 1.4413 4.9250
61 H 3.6158 3.1510 4.6801
62 C 2.7473 -0.0118 2.0174
63 C 4.0184 -0.8972 2.4924
64 H 2.3779 -0.1575 0.9205
65 H 1.8699 -0.1541 2.6542
66 H 4.4252 -1.6376 1.6867
67 H 4.8569 -0.1978 2.6476
68 H 3.8022 -1.4550 3.4139
69 C -5.0847 0.7904 -2.4324
70 N -5.4206 1.0182 -1.0475
71 C -6.8225 1.1617 -0.6790
72 C -4.4296 0.6988 -0.1609
73 O -3.3265 0.3768 -0.6181
74 N -4.7641 0.8361 1.2140
75 C -4.9780 2.1969 1.6862
76 C -4.4154 -0.1447 2.1732
77 H -5.9583 1.0142 -3.0457
78 H -4.7797 -0.2525 -2.5945
79 H -4.2456 1.4343 -2.7194
80 H -6.9717 0.7675 0.3350
81 H -7.1359 2.2176 -0.7008
82 H -7.4387 0.5936 -1.3871
83 H -5.7671 2.1902 2.4506
84 H -4.0608 2.6209 2.1262
85 H -5.3027 2.8165 0.8433
86 H -4.9173 -1.0903 1.9247
87 H -3.1666 -0.3672 2.1892
88 H -4.7521 0.2097 3.1552

Values from the calculation:
E_LUMO (eV): -7.935
Highest occupied orbital energy (eV): -12.612
Frontier orbital gap (eV): 4.677
Total charge: +2


4.
Molecular formula: C33H55BeBr6CaCsFN3NaO8
Method: DFT, ωB97M-V/def2-TZVPD

Cartesian coordinates (Å):
1 C 0.7183 -3.5106 4.4658
2 C 0.1556 -2.5876 3.4081
3 Br 1.1647 -1.1135 2.7163
4 C -1.0638 -2.7879 2.9132
5 Br -2.1488 -4.2908 3.4892
6 C -1.7018 -1.9370 1.8721
7 C -1.5585 -2.2969 0.6065
8 C -0.7562 -3.4803 0.1453
9 C 0.6578 -2.9056 -0.2730
10 C 1.2885 -3.5910 -1.5058
11 O 2.4805 -3.9091 -1.4335
12 O 0.6411 -3.8485 -2.7122
13 C -2.1998 -1.4460 -0.4449
14 O -1.7013 -1.2480 -1.5333
15 C -3.5189 -0.8042 -0.0523
16 C -4.5101 -0.7045 -1.1758
17 C -5.0863 -2.1879 -1.3839
18 C -5.2175 -2.9315 -0.0225
19 C -6.1790 -4.1414 -0.1172
20 N -5.6609 -5.2217 -0.9891
21 C -3.6868 -0.3932 1.2141
22 C -4.9473 0.3006 1.6971
23 N -5.8107 -0.5561 2.5362
24 C -2.5182 -0.6639 2.1594
25 O -2.2211 0.0426 3.0797
26 H 1.7295 -3.1229 4.8373
27 H 0.0193 -3.5909 5.3113
28 H 0.8315 -4.5290 4.0562
29 H -0.5869 -4.2398 0.9544
30 H -1.2741 -3.9726 -0.7348
31 H 1.3753 -2.9610 0.5510
32 H 0.5206 -1.8434 -0.5421
33 H -0.2075 -4.2874 -2.5763
34 H -4.0141 -0.4341 -2.1304
35 H -5.3142 0.0189 -1.0228
36 H -6.0322 -2.2190 -1.9576
37 H -4.3052 -2.7304 -1.9481
38 H -4.2643 -3.3260 0.3531
39 H -5.6970 -2.2268 0.6747
40 H -7.2050 -3.8150 -0.3520
41 H -6.2232 -4.5578 0.9052
42 H -5.8907 -6.1037 -0.5409
43 H -6.1636 -5.1755 -1.8678
44 H -5.5264 0.7670 0.8914
45 H -4.6107 1.1504 2.3218
46 H -5.7287 -0.2890 3.5123
47 H -6.7651 -0.2871 2.3079
48 Cs 3.1156 -2.6327 -3.1712
49 Br 3.6149 -2.4542 5.0888
50 O -0.2657 2.0917 -2.2924
51 C -1.3842 1.6311 -2.6853
52 C -2.3947 2.5594 -3.3621
53 O -3.4555 1.6713 -3.6913
54 H -1.9912 1.1040 -1.8988
55 H -1.4382 0.9149 -3.5836
56 H -1.8700 3.0542 -4.1892
57 H -2.5839 3.3890 -2.6735
58 Be -2.9314 0.5712 -3.6733
59 O -6.4982 -7.9481 0.7006
60 C -5.7555 -8.3033 1.6206
61 C -5.4564 -6.8398 2.6182
62 O -4.7015 -7.1563 3.5387
63 H -4.7376 -8.6576 1.3756
64 H -6.1288 -9.0366 2.3550
65 H -6.4678 -6.4787 2.8765
66 H -5.0972 -6.0839 1.8927
67 C 4.5370 7.0560 -1.7420
68 C 4.1726 5.6832 -1.1807
69 C 4.6417 5.4743 0.2605
70 C 6.1107 5.1875 0.5223
71 N 6.6930 3.8732 0.0315
72 C 7.2156 3.9605 -1.4054
73 C 8.4943 4.7621 -1.3076
74 C 9.0832 4.4494 0.0578
75 C 8.0170 3.6546 0.8033
76 C 5.8098 2.6598 0.3257
77 C 4.7370 2.3154 -0.7254
78 C 3.3287 2.2180 -0.1483
79 H 5.6135 7.2377 -1.6962
80 H 4.2276 7.1278 -2.7849
81 H 4.0253 7.8461 -1.1912
82 H 4.5494 4.9165 -1.8574
83 H 3.0839 5.5828 -1.2027
84 H 4.0377 4.7032 0.7439
85 H 4.4014 6.3850 0.8163
86 H 6.2355 5.1653 1.6050
87 H 6.7425 5.9925 0.1405
88 H 7.4207 2.9395 -1.7511
89 H 6.4820 4.4343 -2.0516
90 H 8.2941 5.8418 -1.3763
91 H 9.1799 4.5257 -2.1186
92 H 9.3368 5.3701 0.5831
93 H 10.0012 3.8678 -0.0228
94 H 7.8840 3.9493 1.8410
95 H 8.2568 2.5903 0.7611
96 H 5.4014 2.8010 1.3230
97 H 6.4935 1.7891 0.3775
98 H 4.9632 1.3084 -1.1239
99 H 4.7439 2.9718 -1.5953
100 H 3.3246 1.6771 0.7993
101 H 2.6724 1.6904 -0.8430
102 H 2.8869 3.1980 0.0158
103 Na -0.8231 -5.9495 0.0049
104 C -8.7782 1.1080 -1.0573
105 Br -9.3172 0.3014 0.6096
106 Br -7.5722 2.5864 -0.7862
107 Br -8.0347 -0.1972 -2.2693
108 H -9.6704 1.5036 -1.5238
109 Ca 6.7355 0.9082 -1.4983
110 F 9.5018 7.1268 -0.8724

Values from the calculation:
E_LUMO (eV): -5.431
Highest occupied orbital energy (eV): -7.333
Frontier orbital gap (eV): 1.902
Total charge: +1


5.
Molecular formula: C29H32BCoN7OPS
Method: DFT, ωB97M-V/def2-TZVPD

Cartesian coordinates (Å):
1 Co -0.1785 0.8624 0.3714
2 C -0.2302 1.4607 4.6159
3 C -0.0078 0.6348 3.5174
4 N -0.2203 1.3066 2.3837
5 N -0.5815 2.5602 2.7289
6 C -0.5947 2.6757 4.0636
7 B -0.9667 3.5839 1.6322
8 N 0.1968 3.7413 0.6224
9 C 0.7868 4.8651 0.1930
10 C 1.6042 4.5602 -0.8793
11 C 1.4454 3.1890 -1.0541
12 N 0.5958 2.6996 -0.1478
13 N -2.1748 3.0263 0.8451
14 C -3.3783 3.5826 0.6437
15 C -4.0529 2.8456 -0.3091
16 C -3.1576 1.8358 -0.6556
17 N -2.0253 1.9436 0.0430
18 H -0.1394 1.2158 5.6592
19 H 0.2759 -0.4069 3.4886
20 H -0.8631 3.6120 4.5245
21 H -1.2304 4.6359 2.1280
22 H 0.5841 5.8045 0.6807
23 H 2.2156 5.2356 -1.4508
24 H 1.8928 2.5331 -1.7868
25 H -3.6639 4.4701 1.1845
26 H -5.0372 3.0256 -0.7035
27 H -3.2865 1.0478 -1.3812
28 N 2.2224 0.6217 0.7897
29 C 3.1732 -0.2894 0.2219
30 C 4.5443 -0.1155 0.3253
31 C 5.3811 -1.1015 -0.1763
32 C 4.8651 -2.2571 -0.7569
33 C 3.4982 -2.4221 -0.8799
34 C 2.6516 -1.4079 -0.4238
35 P 0.9021 -1.3570 -0.7456
36 C 0.2666 -3.0076 -0.6052
37 C -0.4984 -3.5693 -1.6316
38 C -0.9567 -4.8720 -1.5057
39 C -0.6688 -5.6018 -0.3591
40 C 0.0811 -5.0379 0.6696
41 C 0.5484 -3.7420 0.5517
42 C 0.6106 -0.6699 -2.3740
43 C -0.5700 0.0284 -2.6261
44 C -0.7914 0.5967 -3.8715
45 C 0.1607 0.4511 -4.8696
46 C 1.3357 -0.2532 -4.6271
47 C 1.5734 -0.8038 -3.3797
48 H 2.4952 1.5956 0.7118
49 H 2.0646 0.4342 1.7774
50 H 4.9528 0.7575 0.8180
51 H 6.4530 -0.9822 -0.0914
52 H 5.5361 -3.0230 -1.1210
53 H 3.0885 -3.3119 -1.3419
54 H -0.7206 -3.0012 -2.5263
55 H -1.5302 -5.3209 -2.3054
56 H -1.0245 -6.6195 -0.2664
57 H 0.3044 -5.6141 1.5573
58 H 1.1402 -3.3083 1.3496
59 H -1.3440 0.1109 -1.8719
60 H -1.7043 1.1447 -4.0626
61 H -0.0111 0.8863 -5.8451
62 H 2.0705 -0.3661 -5.4126
63 H 2.5014 -1.3277 -3.1909
64 C -3.0034 -2.7182 1.3483
65 S -2.8887 -1.0281 0.8108
66 C -3.4375 -0.1662 2.2760
67 O -1.3716 -0.7875 0.7599
68 H -2.5629 -2.8370 2.3364
69 H -2.4710 -3.3205 0.6139
70 H -4.0571 -2.9996 1.3532
71 H -4.5242 -0.0896 2.2625
72 H -3.0028 0.8302 2.2032
73 H -3.0905 -0.6742 3.1735

Values from the calculation:
E_LUMO (spin up / spin down) (eV): -5.093 / -8.383
Highest occupied orbital energy (spin up / spin down) (eV): -14.145 / -14.187
Frontier orbital gap (spin up / spin down) (eV): 9.051 / 5.804
Total charge: +2
Spin multiplicity: 5


6.
Molecular formula: C10H24BrF6N2O10S2V
Method: DFT, ωB97M-V/def2-TZVPD

Cartesian coordinates (Å):
1 O -1.3148 -1.2286 -0.9073
2 V -2.3143 -0.5255 0.0715
3 O -1.4328 0.1229 1.1838
4 C 1.7880 -1.7746 -0.3408
5 C 2.9330 -2.6710 -0.0191
6 C 2.8953 -4.0140 -0.7307
7 O 2.8437 -3.7379 -2.1028
8 C 3.3706 -4.7696 -2.9325
9 N 4.2442 -2.0072 -0.4813
10 H 4.1766 -1.7786 -1.4763
11 H 4.4901 -1.2414 0.1474
12 H 5.0383 -2.6362 -0.3216
13 H 1.6153 -1.5127 -1.3873
14 H 1.8627 -0.8205 0.1860
15 H 0.8313 -2.2188 -0.0506
16 H 3.1357 -2.7310 1.0514
17 H 2.0246 -4.5942 -0.4030
18 H 3.7476 -4.6707 -0.5014
19 H 2.6345 -5.5727 -2.9620
20 H 4.3388 -5.1265 -2.5666
21 H 3.5565 -4.3796 -3.9293
22 C -0.5905 2.8895 2.9106
23 C 0.8057 2.7715 2.3226
24 C 0.8500 3.3135 0.8898
25 O 2.1294 3.2186 0.3369
26 C 2.2553 2.2146 -0.6858
27 N 1.7353 3.5792 3.2328
28 H 2.6667 3.3524 2.8781
29 H 1.5480 4.5844 3.2461
30 H 1.6426 3.2796 4.2055
31 H -0.6566 2.2926 3.8204
32 H -1.3646 2.5285 2.2361
33 H -0.8134 3.9376 3.1274
34 H 1.2344 1.7712 2.4010
35 H 0.5895 4.3717 1.0515
36 H -0.0041 2.9075 0.3480
37 H 2.9733 2.5754 -1.4178
38 H 1.3014 2.0578 -1.1886
39 H 2.5723 1.2847 -0.2127
40 C -4.2582 2.4728 2.4335
41 F -3.2425 1.9311 3.1214
42 F -5.0332 3.1371 3.2951
43 F -3.7648 3.3709 1.5692
44 S -5.2456 1.1087 1.5444
45 O -6.1541 1.7815 0.6347
46 O -4.1590 0.4044 0.8367
47 O -5.7981 0.3620 2.6544
48 C -2.8932 -0.4986 -4.0829
49 F -2.5650 -1.4601 -4.9425
50 F -1.8489 -0.2026 -3.3049
51 F -3.1882 0.5892 -4.7852
52 S -4.3387 -1.1574 -2.9980
53 O -3.9262 -0.8544 -1.6229
54 O -5.5266 -0.4497 -3.4275
55 O -4.3490 -2.5914 -3.2413
56 Br -3.0483 -2.9858 1.2861

Values from the calculation:
E_LUMO (eV): -2.282
Relative energy (zero: lowest compared OMol25 entry of this formula, charge and spin) (kcal/mol): 92.10
Highest occupied orbital energy (eV): -7.255
Frontier orbital gap (eV): 4.973


| no. | F_max (eV Å⁻¹) |
| --- | --- |
| 1 | 4.1 |
| 2 | 5.3 |
| 3 | 4.9 |
| 4 | 12.4 |
| 5 | 0.6 |
| 6 | 5.0 |